Molecular formula: C3H4F3NSSi
Method: DFT, wB97M-V/def2-TZVPD

**F_max**: 4.3 eV Å⁻¹
**Frontier orbital gap**: 8.62 eV
**HOMO energy**: -9.439 eV

Each line ends with the Mulliken charge.
Positions of all 13 atoms, in Å:
C1 1.5848 0.5272 -2.4423  0.36
C2 -0.5364 -0.5665 0.0098  -0.79
C3 -0.7826 -1.0660 1.4715  0.75
N1 2.3720 -0.2889 -2.3762  -0.43
F1 -1.2089 -2.3147 1.4106  -0.21
F2 -1.8356 -0.2725 1.9105  -0.27
F3 0.0801 -0.8373 2.4445  -0.23
Si1 0.0142 1.2892 0.1079  0.45
S1 0.5862 1.8644 -2.4719  -0.33
H1 -1.3930 -0.6927 -0.5876  0.40
H2 0.3464 -1.2489 -0.2415  0.39
H3 1.4463 1.1344 0.2585  -0.01
H4 -0.6735 2.4722 0.5062  -0.08

Molecular formula: C2H3Tl
Method: DFT, wB97M-V/def2-TZVPD

**F_max**: 5.8 eV Å⁻¹
**Charge**: +2
**Frontier orbital gap (spin up / spin down)**: 7.24 / 7.24 eV
**HOMO energy (spin up / spin down)**: -22.829 / -22.828 eV

Each line ends with the Mulliken charge.
Positions of all 6 atoms, in Å:
C1 0.2881 -0.4590 -0.2164  -0.40
H1 0.0888 -1.2590 0.5362  0.25
C2 -0.3232 0.7378 -0.1910  0.08
H2 -0.0750 1.4154 -1.0168  0.46
H3 1.1791 -0.7289 -0.8076  0.34
Tl1 -1.1578 0.2936 1.6956  1.27

Molecular formula: C4H7NS3
Method: DFT, wB97M-V/def2-TZVPD

**F_max**: 4.9 eV Å⁻¹
**Frontier orbital gap**: 8.27 eV
**HOMO energy**: -8.874 eV

Each line ends with the Mulliken charge.
Positions of all 15 atoms, in Å:
C1 -2.5237 1.4866 -0.1683  -0.80
C2 -2.3526 0.0493 0.3605  -0.35
C3 0.2842 -0.8971 0.2104  0.11
C4 0.4238 0.0879 1.2559  -0.21
H1 -3.2156 1.6246 -1.1602  0.24
H2 -1.6420 1.9909 -0.3212  0.26
H3 -3.0746 2.1609 0.5893  0.28
H4 -1.9754 -0.1804 1.4619  0.19
H5 -3.4475 -0.4013 0.6660  0.32
H6 -0.1055 0.0654 2.2611  0.39
H7 2.5233 2.6143 0.1202  0.21
N1 1.2104 1.0627 1.0358  -0.28
S1 -1.3693 -1.1602 -0.5320  -0.06
S2 1.5685 -1.7512 -0.1147  -0.15
S3 1.5179 1.6818 -0.6545  -0.15

Molecular formula: C25H21Br3FMoN6O8
Method: DFT, wB97M-V/def2-TZVPD

**F_max**: 0.2 eV Å⁻¹
**Charge**: +1
**Frontier orbital gap (spin up / spin down)**: 6.88 / 6.82 eV
**HOMO energy (spin up / spin down)**: -11.010 / -10.954 eV

Each line ends with the Mulliken charge.
Positions of all 65 atoms, in Å:
Mo1 -0.9688 -0.0901 -0.3729  0.14
C1 -1.7598 2.9242 2.8080  -1.57
C2 -1.7406 2.0639 1.5970  0.88
N1 -0.7432 1.2936 1.2800  0.77
O1 0.2923 1.3054 2.1690  -0.62
C3 -2.8232 1.9696 0.6189  0.17
C4 -4.0794 2.7623 0.5615  -1.77
N2 -2.4393 1.0915 -0.2317  1.17
O2 -2.7102 0.4518 -1.3387  -0.72
H1 -0.9428 3.6462 2.7701  0.33
H2 -1.6102 2.3148 3.7000  0.35
H3 -2.7033 3.4574 2.8917  0.45
H4 0.8622 0.5832 1.8487  0.42
H5 -4.6875 2.5806 1.4482  0.42
H6 -4.6554 2.4846 -0.3183  0.32
H7 -3.8580 3.8300 0.5175  0.39
C5 -0.6612 -1.0744 -3.8432  -1.71
C6 -0.7475 -2.1829 -2.8432  0.88
C7 -0.5392 -3.5121 -3.2655  -1.07
C8 -0.6706 -4.5500 -2.3908  -1.04
C9 -1.0912 -4.2980 -1.0672  1.05
C10 -1.3677 -5.2831 -0.0849  0.08
Br1 -1.0383 -7.1016 -0.4530  -0.10
C11 -1.8765 -4.9320 1.1340  -0.27
C12 -2.0993 -3.5791 1.4560  -0.01
Br2 -2.8597 -3.1297 3.1039  -0.07
C13 -1.7687 -2.5892 0.5628  0.47
O3 -1.9020 -1.2815 0.8341  -0.57
C14 -1.2862 -2.9554 -0.7146  -0.27
N3 -1.0467 -1.9127 -1.5825  0.21
H8 -1.2247 -1.3547 -4.7333  0.64
H9 0.3715 -0.9109 -4.1559  0.27
H10 -1.0685 -0.1466 -3.4496  0.17
H11 -0.2715 -3.6904 -4.2977  0.51
H12 -0.4906 -5.5680 -2.7093  0.45
H13 -2.1141 -5.6901 1.8669  0.49
O4 3.5000 3.0365 -3.8512  -0.53
C15 2.5468 2.3974 -3.1722  0.83
C16 2.5864 1.0422 -2.8532  -1.03
C17 1.5427 0.5050 -2.1432  -1.03
N4 0.4654 1.1987 -1.7116  0.55
C18 0.4509 2.4966 -2.0506  -0.13
Br3 -1.0196 3.5681 -1.5700  -0.07
C19 1.4405 3.1336 -2.7655  -0.51
H14 4.2246 2.4438 -4.0863  0.32
H15 3.4132 0.4103 -3.1500  0.41
H16 1.5608 -0.5460 -1.8939  0.81
H17 1.3645 4.1831 -3.0053  0.51
F1 3.2017 -6.7350 -0.2696  -0.33
C20 2.4823 -6.0618 0.6277  0.44
C21 2.4444 -4.7302 0.6184  -0.20
N5 1.6721 -4.0108 1.5219  0.36
C22 1.7099 -2.5591 1.5801  -1.57
C23 1.3880 -1.8811 0.2608  0.85
O5 1.7011 -2.3260 -0.8168  -0.48
O6 0.7670 -0.7086 0.4169  -0.24
C24 0.9757 -4.6544 2.5385  0.31
O7 0.3463 -4.0633 3.3888  -0.60
N6 1.0420 -6.0292 2.4991  0.05
C25 1.7618 -6.8490 1.6252  0.06
O8 1.7567 -8.0474 1.7241  -0.58
H18 2.9813 -4.1587 -0.1209  0.58
H19 2.6884 -2.1913 1.9120  0.21
H20 0.9798 -2.2669 2.3311  0.51
H21 0.5545 -6.5005 3.2494  0.24

Molecular formula: C21H42N3O2RuSbSe
Method: DFT, wB97M-V/def2-TZVPD

**F_max**: 1.4 eV Å⁻¹
**Spin multiplicity**: 2
**Charge**: +1
**Frontier orbital gap (spin up / spin down)**: 7.67 / 6.95 eV
**HOMO energy (spin up / spin down)**: -10.439 / -10.255 eV

Each line ends with the Mulliken charge.
Positions of all 71 atoms, in Å:
Ru1 0.0727 -1.4673 0.1734  0.43
N1 0.4750 -1.3494 -1.9664  -0.57
C1 -0.5575 -0.4698 -2.5545  0.85
C2 -1.9125 -1.0184 -2.1715  -1.10
N2 -1.9704 -1.2018 -0.7183  0.58
C3 -2.5556 -0.1610 0.1271  0.00
C4 -2.4112 -0.6851 1.5507  -0.87
N3 -0.9687 -0.8895 1.8621  -0.32
H1 1.4184 -1.0027 -2.1130  0.31
H2 0.4395 -2.2814 -2.3742  0.22
H3 -0.4596 -0.3919 -3.6396  0.57
H4 -0.4231 0.5221 -2.1295  -0.89
H5 -2.0305 -2.0100 -2.6163  0.34
H6 -2.7245 -0.3914 -2.5493  0.37
H7 -2.4750 -2.0618 -0.5282  -0.20
H8 -3.6086 0.0344 -0.1019  0.51
H9 -1.9985 0.7625 -0.0212  0.07
H10 -2.8930 -1.6550 1.6043  0.25
H11 -2.8815 -0.0365 2.2894  0.52
H12 -0.8381 -1.5342 2.6398  0.32
H13 -0.5453 -0.0087 2.1396  0.04
Se1 -0.1567 -3.8759 0.4162  -0.13
C5 -1.9279 -4.2089 -0.2847  -0.24
C6 -3.0717 -4.1075 0.5069  -0.21
C7 -4.3337 -4.3683 -0.0137  -0.63
C8 -4.4738 -4.7584 -1.3386  -0.51
C9 -3.3430 -4.8958 -2.1313  -0.56
C10 -2.0846 -4.6221 -1.6096  -0.28
H14 -2.9660 -3.8686 1.5571  0.62
H15 -5.2049 -4.2894 0.6242  0.45
H16 -5.4536 -4.9749 -1.7425  0.42
H17 -3.4386 -5.2223 -3.1589  0.43
H18 -1.2058 -4.7330 -2.2341  0.48
C11 3.7212 3.2290 0.4179  -1.57
C12 3.1987 1.8221 0.7150  0.55
C13 4.0937 0.8162 -0.0071  -1.39
Sb1 1.0757 1.5715 0.2607  -0.53
C14 0.2693 2.5994 2.0161  0.26
C15 -1.2473 2.7698 1.9860  -1.01
C16 0.9224 3.9407 2.3271  -1.62
C17 0.9539 3.0486 -1.3237  0.21
C18 -0.4792 3.4839 -1.6164  -1.23
C19 1.6470 2.5052 -2.5713  -1.28
H19 4.7556 3.3061 0.7634  0.46
H20 3.1597 4.0263 0.8857  0.30
H21 3.7371 3.4178 -0.6573  0.29
H22 3.2424 1.6301 1.7921  0.50
H23 4.1497 1.0440 -1.0737  0.30
H24 3.7678 -0.2186 0.0958  0.19
H25 5.1126 0.8962 0.3810  0.45
H26 0.5264 1.9072 2.8284  0.58
H27 -1.5543 3.5034 1.2399  0.24
H28 -1.6008 3.1321 2.9548  0.47
H29 -1.7812 1.8519 1.7709  -0.05
H30 0.8850 4.6210 1.4731  0.28
H31 1.9582 3.8303 2.6327  0.36
H32 0.3911 4.4261 3.1505  0.50
H33 1.5176 3.9059 -0.9572  0.67
H34 -1.1270 2.6355 -1.8579  0.14
H35 -0.5005 4.1550 -2.4793  0.44
H36 -0.9273 4.0168 -0.7790  0.28
H37 1.1050 1.6592 -2.9982  0.15
H38 2.6693 2.1809 -2.3754  0.25
H39 1.6891 3.2769 -3.3442  0.47
C20 3.4256 -2.0841 2.7330  -0.69
O1 2.0639 -1.7452 2.3706  -0.38
C21 1.8097 -1.6526 1.0703  1.02
O2 2.6459 -1.7891 0.1906  -0.73
H40 3.4944 -1.9147 3.8020  0.27
H41 4.1265 -1.4538 2.1923  0.27
H42 3.6116 -3.1292 2.4973  0.32

Molecular formula: C6H12N2
Method: DFT, wB97M-V/def2-TZVPD

**SMILES string**: C=C(C)NC.C=C=N
**F_max**: 2.2 eV Å⁻¹
**Frontier orbital gap**: 8.85 eV
**HOMO energy**: -8.015 eV

Each line ends with the Mulliken charge.
Positions of all 20 atoms, in Å:
C1 0.1694 -2.1756 -1.4784  -1.07
C2 0.3268 -1.3929 -0.4110  0.94
C3 0.2464 -1.9165 0.9960  -1.24
N1 0.6855 -0.0494 -0.4797  -0.23
C4 0.3856 0.7282 -1.6356  -1.09
H1 0.0009 -3.2312 -1.3593  0.26
H2 0.2306 -1.8056 -2.4865  0.29
H3 -0.5381 -1.4006 1.5524  0.30
H4 0.0543 -2.9853 0.9969  0.34
H5 1.1844 -1.7236 1.5179  0.30
H6 0.4336 0.4655 0.3857  0.08
H7 1.1196 0.5291 -2.4152  0.32
H8 -0.6188 0.5819 -2.0533  0.33
H9 0.3467 1.8178 -1.2353  0.42
C5 -0.9223 2.5852 0.5223  -1.32
C6 -0.5490 1.8652 1.5603  0.90
N2 -0.4183 1.3793 2.6713  -0.51
H10 -1.6997 2.2145 -0.1237  0.38
H11 -0.8529 3.6569 0.5602  0.31
H12 0.4153 0.8572 2.9152  0.30

no.,M (g/mol)
1,171.22
2,231.43
3,165.31
4,888.13
5,670.38
6,112.18